(1)
Computed, not measured: C41H33ClN3O2PPd as an isolated structure at a distorted geometry, with the ωB97M-V functional and the def2-TZVPD basis.

Atoms and positions in Å:
Pd  -0.725  -0.201  0.856
C  -2.226  3.890  1.541
O  -2.426  3.019  2.713
C  -1.972  1.844  2.358
N  -1.353  1.730  1.236
C  -1.392  3.039  0.550
C  -2.014  2.944  -0.818
C  -3.115  2.124  -1.045
C  -3.687  2.058  -2.306
C  -3.167  2.819  -3.345
C  -2.079  3.648  -3.119
C  -1.500  3.707  -1.859
C  -2.198  0.638  3.193
C  -2.712  0.532  4.474
C  -2.765  -0.734  5.047
C  -2.284  -1.851  4.371
C  -1.786  -1.666  3.094
N  -1.807  -0.455  2.534
C  -1.162  -2.641  2.166
N  -0.584  -2.215  1.097
C  -0.259  -3.383  0.246
C  -0.660  -4.565  1.166
O  -1.228  -3.931  2.367
C  -1.006  -3.364  -1.061
C  -0.346  -3.708  -2.233
C  -1.038  -3.742  -3.436
C  -2.387  -3.422  -3.471
C  -3.051  -3.079  -2.299
C  -2.364  -3.054  -1.097
H  -1.734  4.797  1.876
H  -3.219  4.113  1.156
H  -0.372  3.408  0.477
H  -3.531  1.530  -0.238
H  -4.543  1.418  -2.479
H  -3.617  2.771  -4.327
H  -1.679  4.249  -3.925
H  -0.642  4.345  -1.684
H  -3.049  1.408  5.011
H  -3.164  -0.849  6.045
H  -2.289  -2.832  4.828
H  0.816  -3.378  0.058
H  0.170  -5.188  1.483
H  -1.450  -5.173  0.735
H  0.711  -3.951  -2.209
H  -0.523  -4.023  -4.345
H  -2.926  -3.450  -4.408
H  -4.106  -2.840  -2.326
H  -2.893  -2.794  -0.189
Cl  -0.813  0.018  -1.981
C  0.801  -0.505  -2.393
C  1.016  -0.984  -3.676
C  2.290  -1.382  -4.047
C  3.342  -1.304  -3.141
C  3.115  -0.824  -1.864
C  1.840  -0.412  -1.470
P  1.533  0.225  0.197
C  2.849  -0.474  1.225
C  2.703  -1.773  1.715
C  3.717  -2.369  2.446
C  4.887  -1.666  2.704
C  5.040  -0.377  2.223
C  4.029  0.222  1.485
C  1.861  2.003  0.117
C  1.955  2.670  -1.099
C  2.138  4.048  -1.120
C  2.226  4.759  0.066
C  2.134  4.095  1.287
C  1.944  2.725  1.314
H  0.188  -1.039  -4.370
H  2.461  -1.752  -5.049
H  4.336  -1.613  -3.433
H  3.935  -0.764  -1.159
H  1.793  -2.322  1.524
H  3.598  -3.378  2.818
H  5.680  -2.127  3.278
H  5.954  0.169  2.416
H  4.176  1.222  1.103
H  1.898  2.119  -2.030
H  2.224  4.563  -2.068
H  2.381  5.830  0.044
H  2.222  4.649  2.213
H  1.881  2.208  2.265

LUMO energy ... -6.4 eV
Total charge ... +2
Kohn-Sham gap ... 7.3 eV
E_HOMO ... -13.68 eV
E ... -2825.929414 Ha

Atom charges from the Mulliken analysis, given in e for atoms 1 to 5: number 1, Pd, carries -0.051; number 2, C, carries -0.368; number 3, O, carries -0.491; number 4, C, carries 0.376; number 5, N, carries 0.527


(2)
Computed, not measured: a 5-piece molecular cluster, C5H20N10O5 overall at a distorted geometry, with the ωB97M-V functional and the def2-TZVPD basis.

Atoms and positions in Å:
N  1.048  -4.904  -3.202
C  2.011  -5.459  -2.592
N  2.840  -6.047  -3.408
O  2.054  -5.448  -1.354
H  0.420  -4.283  -2.713
H  1.023  -4.834  -4.209
H  2.681  -6.049  -4.405
H  3.671  -6.417  -2.968
N  -0.667  0.199  0.978
C  -0.354  1.274  1.657
N  -1.348  1.902  2.081
O  0.800  1.622  1.874
H  0.016  -0.528  0.821
H  -1.609  0.060  0.644
H  -1.235  2.706  2.682
H  -2.121  1.307  2.342
N  -7.075  -4.978  -2.180
C  -6.326  -4.004  -2.591
N  -6.375  -3.891  -3.851
O  -5.641  -3.289  -1.883
H  -7.091  -5.232  -1.203
H  -7.458  -5.644  -2.836
H  -6.894  -4.645  -4.278
H  -5.984  -3.088  -4.323
N  6.606  -0.710  0.840
C  7.739  -0.134  1.039
N  8.669  -0.736  0.330
O  8.055  0.782  1.880
H  6.660  -1.368  0.076
H  5.765  -0.493  1.354
H  9.646  -0.488  0.284
H  8.519  -1.588  -0.192
N  -2.973  8.553  3.226
C  -1.814  9.004  3.742
N  -1.991  10.206  4.156
O  -0.799  8.302  3.853
H  -3.667  9.287  3.187
H  -2.913  7.789  2.568
H  -2.786  10.811  4.009
H  -1.100  10.451  4.565

LUMO energy ... 0.4 eV
Kohn-Sham gap ... 9.5 eV
E_HOMO ... -9.12 eV
E ... -1126.335659 Ha

Atom charges from the Mulliken analysis, given in e for atoms 1 to 5: number 1, N, carries -0.368; number 2, C, carries 0.654; number 3, N, carries -0.382; number 4, O, carries -0.684; number 5, H, carries 0.226


(3)
Computed, not measured: C21H47B2BrFMgO9P2 as an isolated structure at a distorted geometry, with the ωB97M-V functional and the def2-TZVPD basis.

Atoms and positions in Å:
C  6.605  -1.312  2.518
C  5.135  -1.224  1.923
B  5.071  0.011  0.910
O  6.222  0.828  0.811
C  3.835  0.450  -0.025
O  3.106  -0.555  -0.730
P  1.603  0.077  -1.353
C  0.052  0.911  -2.024
C  -0.882  1.602  -0.961
C  -2.268  1.842  -1.696
C  -3.038  3.180  -1.427
C  -4.146  3.012  -0.318
C  -5.283  1.994  -0.740
C  -5.164  0.900  0.409
C  -6.030  -0.353  0.152
C  -6.166  -1.257  1.439
C  -5.214  -0.851  2.625
C  -3.666  -1.007  2.466
C  -3.128  -2.228  1.689
O  -2.888  -3.352  2.588
C  -1.508  -3.453  2.792
C  0.681  -0.908  -0.012
P  1.259  -2.655  0.112
O  0.108  -3.417  0.758
O  1.498  -3.387  -1.351
O  2.565  -2.835  1.087
C  2.571  0.599  -2.935
F  3.020  1.932  -2.857
C  3.776  -0.351  -3.306
C  3.949  -0.208  -4.887
O  1.798  1.550  -0.440
C  2.835  1.601  0.451
Br  2.475  1.160  2.398
B  3.516  3.083  0.552
O  4.384  3.343  1.642
O  3.252  4.088  -0.368
H  6.943  -0.351  2.953
H  7.350  -1.609  1.749
H  6.640  -2.052  3.353
H  4.467  -1.137  2.802
H  4.978  -2.151  1.333
H  6.415  0.877  -0.137
H  4.371  0.987  -0.870
H  1.270  -1.101  -2.158
H  0.268  1.724  -2.757
H  -0.531  0.149  -2.603
H  -0.491  2.612  -0.703
H  -1.168  0.999  -0.069
H  -2.853  0.921  -1.488
H  -2.045  1.831  -2.790
H  -2.361  4.026  -1.199
H  -3.580  3.360  -2.386
H  -3.670  2.541  0.562
H  -4.626  3.990  -0.108
H  -5.134  1.581  -1.764
H  -6.314  2.398  -0.725
H  -4.105  0.567  0.442
H  -5.417  1.448  1.338
H  -5.658  -0.914  -0.738
H  -7.063  -0.039  -0.131
H  -7.200  -1.140  1.838
H  -6.070  -2.324  1.148
H  -5.380  0.221  2.870
H  -5.515  -1.420  3.528
H  -3.262  -1.121  3.510
H  -3.175  -0.084  2.067
H  -3.688  -2.524  0.783
H  -2.083  -1.919  1.315
H  -1.009  -3.730  1.800
H  -1.124  -2.435  3.226
H  -1.222  -4.243  3.509
H  0.620  -0.417  0.997
H  -0.380  -0.971  -0.376
H  0.712  -3.275  -1.904
H  2.959  -3.705  0.898
H  1.869  0.467  -3.798
H  4.706  -0.084  -2.772
H  3.484  -1.412  -3.152
H  3.551  0.779  -5.217
H  4.989  -0.364  -5.224
H  3.243  -0.953  -5.325
H  3.902  3.840  2.317
H  2.951  4.868  0.117
Mg  -0.497  -1.519  2.047

LUMO energy ... -5.5 eV
Total charge ... +1
Kohn-Sham gap ... 5.2 eV
E_HOMO ... -10.70 eV
E ... -5111.648715 Ha

Atom charges from the Mulliken analysis, given in e for atoms 1 to 5: number 1, C, carries -1.305; number 2, C, carries -0.161; number 3, B, carries 1.169; number 4, O, carries -0.472; number 5, C, carries -0.319


(4)
Computed, not measured: a 2-piece molecular cluster, C3H7ClN2O2 overall at a distorted geometry, with the ωB97M-V functional and the def2-TZVPD basis.

Atoms and positions in Å:
O  3.113  -1.189  -0.632
N  2.127  -0.795  -0.095
O  1.020  -1.681  -0.069
N  1.733  0.310  0.315
Cl  2.896  1.566  0.351
H  0.163  -1.183  0.232
C  -1.130  -0.076  1.351
C  -0.755  0.602  0.215
C  -1.369  0.365  -1.105
H  -1.754  -0.930  1.335
H  -0.883  0.335  2.288
H  -0.220  1.634  0.290
H  -1.093  1.028  -2.016
H  -2.414  0.632  -0.951
H  -1.434  -0.619  -1.507

LUMO energy ... 0.5 eV
Kohn-Sham gap ... 10.2 eV
E_HOMO ... -9.66 eV
E ... -838.458730 Ha

Atom charges from the Mulliken analysis, given in e for atoms 1 to 5: number 1, O, carries -0.618; number 2, N, carries 1.001; number 3, O, carries -0.484; number 4, N, carries -0.269; number 5, Cl, carries -0.078